# 1
{
  "formula": "C10H16ClIr2Te",
  "method": "the ωB97M-V functional and the def2-TZVPD basis",
  "spin_multiplicity": 9,
  "lumo_ev": [2.75, 0.99],
  "homo_energy_ha": [0.0042, -0.1987],
  "energy_ha": -1327.1389,
  "gap_ev": [2.63, 6.40],
  "charge": -1,
  "e_above_lowest_kcal_mol": 0.0,
  "elements": ["Ir", "Cl", "C", "H", "H", "H", "Ir", "C", "C", "C", "H", "H", "H", "H", "H", "H", "H", "H", "Te", "C", "C", "C", "C", "C", "C", "H", "H", "H", "H", "H"],
  "xyz": [[-0.35, 0.74, -0.07], [-1.09, 2.47, -1.64], [-1.97, -0.28, 0.47], [-1.76, -0.83, 1.40], [-2.36, -0.95, -0.31], [-2.67, 0.56, 0.68], [0.38, 0.81, -2.61], [2.23, 0.61, -3.23], [-0.57, 0.01, -4.14], [0.34, -0.76, -1.38], [-0.77, -1.06, -3.92], [-1.51, 0.56, -4.30], [0.07, 0.11, -5.04], [2.66, -0.31, -2.80], [2.23, 0.59, -4.33], [2.79, 1.51, -2.88], [-0.34, -1.61, -1.65], [1.35, -1.12, -1.05], [0.71, 1.58, 1.96], [0.13, 0.43, 3.63], [-1.13, 0.49, 4.24], [-1.36, -0.36, 5.34], [-0.39, -1.25, 5.78], [0.88, -1.27, 5.16], [1.15, -0.43, 4.07], [-1.84, 1.21, 3.84], [-2.32, -0.33, 5.86], [-0.58, -1.92, 6.63], [1.66, -1.93, 5.54], [2.10, -0.38, 3.54]],
  "lowdin_charge": [0.5478, -0.1732, -0.3952, -0.0086, -0.0003, -0.0024, 0.9234, -0.4297, -0.4118, -0.6006, -0.0224, -0.0162, -0.0168, -0.0170, -0.0225, -0.0217, -0.0301, -0.0361, 0.6733, -0.6543, -0.1556, -0.1150, -0.1186, -0.1085, -0.1931, 0.0790, 0.0867, 0.0903, 0.0871, 0.0621]
}



# 2
{
  "formula": "C10H16CoN7O10P2Se",
  "method": "the ωB97M-V functional and the def2-TZVPD basis",
  "spin_multiplicity": 2,
  "lumo_ev": [1.49, 1.48],
  "homo_energy_ha": [-0.2208, -0.2208],
  "energy_ha": -5993.6683,
  "gap_ev": [7.50, 7.49],
  "charge": -1,
  "elements": ["Co", "N", "C", "C", "P", "O", "O", "O", "P", "O", "O", "O", "H", "H", "H", "H", "H", "H", "H", "H", "N", "C", "N", "C", "N", "N", "C", "N", "C", "C", "C", "C", "C", "N", "H", "H", "H", "H", "H", "H", "H", "H", "O", "Se", "O", "O", "O"],
  "xyz": [[-0.03, -0.65, -1.08], [2.36, -1.69, 2.00], [2.46, -0.24, 1.65], [3.50, 0.42, 2.54], [3.01, -0.15, -0.12], [3.29, 1.47, -0.29], [4.30, -0.85, -0.27], [1.86, -0.41, -1.07], [0.79, 0.51, 1.98], [1.04, 2.07, 1.65], [0.51, 0.37, 3.42], [-0.18, -0.08, 0.98], [3.04, -2.24, 1.45], [1.38, -2.20, 1.70], [2.47, -1.83, 3.00], [4.48, -0.06, 2.41], [3.19, 0.36, 3.58], [3.59, 1.48, 2.28], [4.25, 1.60, -0.25], [1.11, 2.23, 0.70], [-2.51, -2.93, -1.17], [-2.89, -1.67, -1.02], [-4.20, -1.46, -0.86], [-4.57, -0.19, -0.80], [-5.89, 0.06, -0.61], [-3.76, 0.87, -0.89], [-2.48, 0.57, -1.02], [-1.97, -0.68, -1.12], [-1.51, 1.64, -1.15], [-1.84, 2.98, -1.00], [-0.87, 3.94, -1.19], [0.41, 3.52, -1.55], [0.66, 2.16, -1.66], [-0.26, 1.23, -1.43], [-3.18, -3.65, -0.97], [-1.52, -3.16, -1.24], [-6.52, -0.71, -0.76], [-6.22, 0.99, -0.79], [-2.85, 3.22, -0.74], [-1.08, 4.99, -1.06], [1.20, 4.23, -1.74], [1.65, 1.80, -1.92], [0.05, -4.97, -0.74], [0.80, -3.62, -0.31], [2.40, -3.69, -0.36], [0.17, -2.44, -1.35], [0.35, -3.14, 1.20]],
  "lowdin_charge": [0.5371, 0.1318, -0.5162, -0.1000, 0.3670, -0.1766, -0.2832, -0.3288, 0.3095, -0.1426, -0.3003, -0.3106, 0.1207, 0.0735, 0.1466, 0.0811, 0.0790, 0.0721, 0.0759, 0.0196, 0.2176, -0.3756, 0.1759, -0.4556, 0.1469, 0.1813, -0.2489, 0.1226, -0.1720, 0.0099, -0.0443, -0.0358, -0.1037, 0.0535, 0.1188, 0.0458, 0.0950, 0.0934, 0.1118, 0.1087, 0.1122, 0.1057, -0.4701, 0.7842, -0.4560, -0.5176, -0.4592]
}



# 3
{
  "formula": "C10H16F5O4Pd",
  "method": "the ωB97M-V functional and the def2-TZVPD basis",
  "lumo_ev": [-11.26, -11.25],
  "homo_energy_ha": [-0.7097, -0.7102],
  "energy_ha": -1317.5749,
  "gap_ev": [8.05, 8.07],
  "charge": 3,
  "elements": ["Pd", "C", "C", "O", "C", "C", "O", "C", "C", "O", "C", "C", "O", "H", "H", "H", "H", "H", "H", "H", "H", "H", "H", "H", "H", "H", "H", "H", "H", "F", "C", "F", "C", "F", "F", "F"],
  "xyz": [[0.55, -0.40, 0.40], [-1.06, -2.71, 0.50], [0.08, -3.10, -0.43], [0.75, -1.88, -0.94], [2.20, -1.99, -1.20], [3.02, -1.76, 0.06], [2.69, -0.43, 0.56], [2.90, -0.21, 1.99], [1.98, 0.91, 2.43], [0.56, 0.59, 2.15], [-0.14, -0.23, 3.17], [-1.18, -1.11, 2.51], [-0.45, -1.86, 1.51], [-1.47, -3.61, 0.97], [-1.86, -2.17, -0.01], [-0.29, -3.64, -1.29], [0.82, -3.70, 0.10], [2.41, -1.23, -1.95], [2.40, -2.97, -1.63], [4.08, -1.80, -0.18], [2.80, -2.50, 0.83], [3.94, 0.09, 2.15], [2.71, -1.14, 2.53], [2.16, 1.82, 1.87], [2.08, 1.12, 3.49], [-0.60, 0.46, 3.87], [0.61, -0.84, 3.69], [-1.98, -0.54, 2.04], [-1.60, -1.80, 3.25], [-3.50, 6.59, -3.48], [-4.24, 6.02, -4.29], [-5.23, 6.64, -4.69], [-3.87, 4.60, -4.88], [-3.52, 3.81, -3.89], [-4.92, 4.15, -5.51], [-2.86, 4.82, -5.69]],
  "lowdin_charge": [1.2082, -0.0967, -0.0715, -0.2502, -0.0794, -0.1106, -0.2126, -0.1101, -0.0800, -0.2505, -0.0722, -0.0968, -0.2334, 0.1618, 0.1486, 0.1606, 0.1452, 0.1514, 0.1594, 0.1622, 0.1389, 0.1621, 0.1390, 0.1511, 0.1593, 0.1604, 0.1453, 0.1487, 0.1618, 0.4223, -0.0609, 0.4389, -0.5735, 0.2403, 0.2697, 0.2632]
}



# 4
{
  "formula": "C10H16F7N2O2",
  "method": "the ωB97M-V functional and the def2-TZVPD basis",
  "lumo_ev": -3.88,
  "homo_energy_ha": -0.4380,
  "energy_ha": -1349.4359,
  "gap_ev": 8.04,
  "charge": 1,
  "elements": ["F", "C", "F", "F", "C", "F", "F", "C", "F", "F", "N", "C", "C", "N", "C", "H", "H", "H", "H", "C", "C", "O", "H", "H", "H", "H", "H", "H", "C", "C", "O", "H", "H", "H", "H", "H", "H"],
  "xyz": [[-0.10, -0.54, -0.58], [-0.54, -1.07, -1.69], [-1.57, -1.87, -1.41], [0.40, -1.78, -2.25], [-0.95, 0.07, -2.67], [-0.05, 1.03, -2.55], [-0.95, -0.35, -3.93], [-2.33, 0.73, -2.37], [-2.27, 1.32, -1.19], [-2.54, 1.66, -3.28], [-3.45, -0.19, -2.38], [-3.74, -1.15, -3.32], [-4.84, -1.76, -2.90], [-5.21, -1.17, -1.73], [-4.36, -0.22, -1.41], [-3.14, -1.34, -4.18], [-5.32, -2.56, -3.42], [-6.01, -1.47, -1.20], [-4.40, 0.40, -0.54], [1.26, 1.15, 3.60], [1.16, -0.31, 3.22], [-0.14, -0.62, 2.71], [0.51, 1.40, 4.35], [2.25, 1.38, 4.00], [1.08, 1.79, 2.73], [1.32, -0.95, 4.09], [1.91, -0.57, 2.47], [-0.28, -0.08, 1.93], [4.24, 1.42, 1.08], [5.26, 0.68, 1.92], [4.70, -0.50, 2.48], [3.38, 1.69, 1.69], [4.67, 2.34, 0.66], [3.89, 0.79, 0.26], [5.60, 1.30, 2.75], [6.14, 0.41, 1.32], [4.42, -1.07, 1.76]],
  "lowdin_charge": [0.2153, -0.5696, 0.1875, 0.2259, -0.3768, 0.2026, 0.1897, -0.4454, 0.2081, 0.2121, 0.0790, 0.0236, -0.0065, 0.1578, 0.0241, 0.1524, 0.1498, 0.1961, 0.1793, -0.0932, -0.3031, -0.0941, 0.0767, 0.0766, 0.0669, 0.1179, 0.0907, 0.0478, -0.0888, -0.3116, -0.0878, 0.0509, 0.0769, 0.0706, 0.1137, 0.1101, 0.0748]
}